The following is a DFT calculation (ωB97M-V with the def2-TZVPD basis set) of a 13-piece molecular cluster, C64H167N13O19 overall at a distorted geometry.

Output
- energy above the lowest of the compared OMol25 structures with the same formula, charge and spin (kcal per mole) = 0.0
- LUMO energy (eV) = 0.4
- E_tot (Eh) = -4679.594054
- highest occupied orbital energy (eV) = -8.160
- gap between HOMO and LUMO (eV) = 8.541

Structure (ORCA input):
```
! RIJCOSX wB97M-V def2-TZVPD def2/J DEFGRID3
* xyz 0 1
C -2.207 3.284 1.462
C -3.705 3.034 1.248
C -4.537 4.307 1.207
O -4.552 5.037 2.391
C -5.606 5.977 2.461
N -3.752 2.317 -0.033
H -1.728 2.308 1.558
H -1.928 3.787 2.393
H -1.758 3.852 0.645
H -4.037 2.354 2.036
H -5.559 4.017 0.899
H -4.267 4.879 0.303
H -5.658 6.465 3.432
H -6.536 5.462 2.213
H -5.436 6.813 1.775
H -4.666 2.443 -0.473
H -3.135 2.814 -0.671
C 1.630 -4.424 -3.478
C 2.847 -3.795 -2.808
C 3.970 -4.792 -2.593
O 5.093 -4.184 -2.006
C 6.138 -5.025 -1.630
N 3.338 -2.755 -3.720
H 0.941 -3.644 -3.796
H 1.123 -5.129 -2.812
H 1.906 -5.055 -4.326
H 2.563 -3.398 -1.822
H 4.256 -5.207 -3.565
H 3.541 -5.545 -1.914
H 5.917 -5.471 -0.652
H 7.071 -4.463 -1.558
H 6.387 -5.832 -2.329
H 2.660 -2.011 -3.827
H 4.182 -2.326 -3.352
C 0.230 4.206 -4.692
C 0.015 4.294 -6.175
C 0.993 3.495 -7.019
O 2.300 4.035 -6.907
C 3.217 3.261 -7.670
N -1.353 3.871 -6.532
H 1.239 4.411 -4.337
H -0.157 3.279 -4.254
H -0.428 4.905 -4.160
H 0.050 5.311 -6.577
H 0.712 3.516 -8.082
H 1.041 2.437 -6.722
H 2.814 3.044 -8.661
H 3.498 2.357 -7.121
H 4.110 3.882 -7.737
H -1.326 3.004 -7.066
H -1.967 3.726 -5.744
C -2.073 0.460 -5.109
C -2.371 0.323 -6.606
C -3.608 1.066 -7.004
O -4.724 0.511 -6.332
C -5.942 1.033 -6.795
N -1.232 0.829 -7.343
H -1.808 1.455 -4.746
H -1.240 -0.200 -4.853
H -2.944 0.150 -4.529
H -2.522 -0.745 -6.811
H -3.787 0.987 -8.087
H -3.544 2.146 -6.811
H -5.874 2.115 -6.963
H -6.709 1.020 -6.016
H -6.312 0.489 -7.665
H -0.360 0.318 -7.212
H -1.356 0.928 -8.345
C 1.450 5.916 4.497
C 1.688 6.447 3.082
C 1.274 5.399 2.040
O 2.216 4.341 2.066
C 1.956 3.354 1.093
N 1.011 7.732 2.901
H 1.543 6.709 5.238
H 2.120 5.085 4.705
H 0.412 5.578 4.594
H 2.764 6.625 3.018
H 1.327 5.853 1.043
H 0.297 4.992 2.328
H 2.780 2.647 1.174
H 2.023 3.701 0.051
H 0.949 2.949 1.229
H 0.037 7.647 3.193
H 0.894 7.881 1.899
C 1.848 -0.863 6.243
C 2.958 -1.636 5.525
C 2.527 -3.102 5.423
O 2.632 -3.758 6.683
C 3.927 -4.161 7.038
N 3.025 -1.143 4.150
H 0.892 -0.997 5.736
H 2.045 0.214 6.233
H 1.854 -1.169 7.290
H 3.902 -1.508 6.067
H 3.136 -3.608 4.665
H 1.475 -3.185 5.162
H 4.371 -4.794 6.257
H 3.925 -4.692 7.986
H 4.578 -3.279 7.112
H 2.994 -0.137 4.072
H 3.837 -1.559 3.700
C -4.549 -1.516 -0.280
C -3.020 -1.667 -0.324
C -2.516 -1.777 -1.760
O -3.099 -2.906 -2.383
C -2.555 -3.109 -3.671
N -2.424 -0.483 0.312
H -4.755 -0.502 -0.636
H -4.923 -1.546 0.743
H -5.044 -2.231 -0.938
H -2.740 -2.541 0.269
H -1.419 -1.822 -1.772
H -2.772 -0.868 -2.322
H -3.061 -4.003 -4.032
H -1.465 -3.182 -3.726
H -2.851 -2.264 -4.306
H -2.211 -0.601 1.292
H -3.043 0.315 0.183
C -2.000 2.760 -10.499
O -1.498 1.419 -10.539
C -0.325 1.404 -11.322
C 0.067 -0.068 -11.563
N 0.367 -0.819 -10.333
C 1.466 -0.215 -9.576
C 1.842 -1.102 -8.392
O 0.702 -1.305 -7.564
C 0.877 -2.383 -6.678
H -2.864 2.854 -9.842
H -2.343 3.056 -11.492
H -1.217 3.413 -10.110
H 0.506 1.943 -10.860
H -0.512 1.820 -12.319
H 0.874 -0.134 -12.295
H -0.791 -0.525 -12.061
H -0.442 -0.711 -9.728
H 1.231 0.746 -9.102
H 2.353 -0.151 -10.207
H 2.579 -0.568 -7.774
H 2.335 -2.047 -8.637
H 1.323 -3.251 -7.177
H -0.036 -2.674 -6.165
H 1.633 -2.170 -5.908
C 6.962 -0.314 1.170
O 7.226 -0.838 -0.125
C 6.176 -1.656 -0.666
C 4.877 -0.908 -0.937
N 4.938 -0.054 -2.101
C 5.915 1.042 -1.987
C 5.680 2.110 -3.030
O 4.401 2.699 -2.836
C 4.058 3.706 -3.756
H 6.154 0.419 1.138
H 7.909 0.120 1.477
H 6.616 -1.122 1.826
H 6.073 -2.442 0.092
H 6.544 -2.100 -1.589
H 4.644 -0.310 -0.043
H 4.095 -1.654 -1.101
H 4.059 0.439 -2.240
H 6.897 0.603 -2.158
H 5.880 1.516 -0.997
H 5.665 1.672 -4.038
H 6.469 2.868 -3.037
H 3.494 3.211 -4.557
H 4.876 4.220 -4.269
H 3.408 4.446 -3.294
C -6.449 2.256 4.152
O -6.003 2.311 5.490
C -4.703 1.821 5.708
C -3.608 2.827 5.357
N -2.363 2.284 5.846
C -1.191 3.069 5.447
C 0.047 2.678 6.252
O -0.101 3.308 7.516
C 0.507 2.599 8.569
H -6.284 1.265 3.711
H -5.867 3.014 3.615
H -7.505 2.487 4.037
H -4.535 0.889 5.150
H -4.579 1.537 6.756
H -3.854 3.772 5.859
H -3.669 2.963 4.276
H -2.333 2.245 6.860
H -1.231 4.161 5.395
H -0.989 2.716 4.426
H 0.890 3.160 5.740
H 0.183 1.597 6.308
H 0.032 1.641 8.808
H 0.508 3.195 9.479
H 1.552 2.343 8.355
C 0.619 -5.931 3.245
O 0.019 -5.583 2.027
C 0.314 -4.281 1.555
C 1.624 -4.167 0.768
N 2.786 -4.167 1.636
C 3.994 -3.829 0.899
C 5.209 -3.809 1.831
O 5.281 -2.536 2.494
C 6.244 -2.533 3.514
H 1.641 -5.568 3.360
H 0.734 -7.018 3.285
H -0.002 -5.664 4.108
H 0.252 -3.522 2.342
H -0.466 -3.995 0.844
H 1.523 -3.204 0.251
H 1.667 -4.980 0.042
H 2.736 -3.699 2.524
H 3.896 -2.871 0.367
H 4.185 -4.539 0.089
H 6.152 -3.930 1.288
H 5.122 -4.592 2.589
H 6.093 -3.335 4.249
H 6.223 -1.583 4.048
H 7.255 -2.681 3.111
C -8.339 -3.726 11.153
O -7.307 -3.767 10.195
C -7.802 -3.718 8.885
C -6.935 -4.486 7.885
N -5.592 -3.924 7.760
C -5.618 -2.590 7.139
C -4.194 -2.046 6.998
O -3.527 -2.825 6.008
C -2.140 -2.845 6.282
H -8.966 -2.833 11.127
H -7.970 -3.881 12.166
H -8.960 -4.620 11.004
H -7.894 -2.682 8.546
H -8.801 -4.150 8.754
H -7.489 -4.503 6.935
H -6.938 -5.533 8.197
H -5.053 -4.475 7.099
H -6.140 -1.890 7.787
H -5.989 -2.675 6.111
H -3.725 -2.059 7.986
H -4.228 -1.009 6.654
H -1.951 -3.473 7.158
H -1.700 -1.860 6.475
H -1.509 -3.245 5.487
C -1.956 -0.314 3.635
O -0.879 -0.717 2.803
C 0.168 0.241 2.777
C 1.181 -0.072 1.679
N 0.568 0.052 0.357
C 1.372 -0.390 -0.769
C 1.063 0.394 -2.033
O 1.897 -0.090 -3.062
C 1.895 0.743 -4.226
H -1.643 -0.171 4.676
H -2.754 -1.051 3.719
H -2.299 0.653 3.250
H 0.682 0.279 3.742
H -0.270 1.235 2.637
H 1.625 -1.072 1.747
H 2.018 0.631 1.682
H -0.348 -0.385 0.329
H 1.224 -1.459 -0.959
H 2.426 -0.226 -0.526
H 1.191 1.480 -1.926
H -0.008 0.344 -2.284
H 0.914 1.199 -4.394
H 2.102 0.071 -5.056
H 2.602 1.561 -4.080
*
```

Atomic partial charges in e from the Löwdin method, atoms 1 to 6: -0.0592 -0.4128 -0.2475 -0.1804 -0.0969 0.0358